(1)
ORCA calculation (wB97M-V/def2-TZVPD) on the ion C4H10FN2 with charge +1 in a non-equilibrium geometry.

Each line ends with the natural charge from an NBO analysis.
Cartesian coordinates (Å):
H1 -0.72128 0.51312 2.85967  0.40
N1 -0.71989 0.35306 1.79896  -0.65
C1 -1.79177 0.29751 1.14068  0.14
C2 -1.59655 -0.05284 -0.32533  0.15
F1 -1.73438 -1.39786 -0.50951  -0.34
C3 -0.13593 0.25820 -0.95115  -0.27
N2 0.84705 -0.56235 -0.29549  -0.55
C4 2.18729 -0.09856 -0.43335  -0.44
H2 -2.81483 0.25780 1.43444  0.21
H3 -2.31646 0.44034 -0.91378  0.20
H4 -0.17642 0.04257 -2.01583  0.24
H5 0.06443 1.45109 -0.88722  0.25
H6 0.73931 -1.51441 -0.58666  0.44
H7 0.59753 -0.39202 0.74481  0.49
H8 2.05598 0.85928 0.04315  0.22
H9 2.82465 -0.58470 0.26473  0.24
H10 2.69128 0.12977 -1.36812  0.26

Cartesian forces, eV/Å:
-0.607 -0.265 -1.995
0.592 0.502 2.185
1.390 -1.209 -0.921
2.673 0.707 -0.699
-0.460 -1.011 0.278
-2.965 3.507 -0.252
-0.639 -0.115 1.138
1.581 2.428 1.127
-0.724 0.428 0.893
-0.931 0.681 -0.898
0.007 -0.162 -0.009
-0.073 -3.010 0.256
-0.362 -0.897 0.094
-0.050 -0.687 -0.847
0.669 0.875 0.016
0.621 -0.982 0.151
-0.721 -0.791 -0.519

2S+1: 1
Structure (SMILES): [H]/N=C/[C@H](F)C[NH2+]C
Total charge: +1
LUMO (eV): -3.467


(2)
ORCA calculation (wB97M-V/def2-TZVPD) on a cluster of 2 separate species, C4H10I2NO in total in a non-equilibrium geometry.

Each line ends with the natural charge from an NBO analysis.
Cartesian coordinates (Å):
C1 -1.15394 -0.45803 -2.03494  -0.75
C2 1.06776 0.11262 -0.02993  -0.25
C3 1.68915 0.52792 1.37182  -0.08
C4 -1.24747 -0.66770 -0.62265  0.02
N1 -0.37533 0.28759 0.15209  -0.64
O1 0.97698 -0.28698 2.26244  -0.74
I1 -3.61637 1.53342 -0.12563  -0.03
I2 -1.45072 -2.51476 0.10781  0.39
H1 -0.30139 -1.06656 -2.52419  0.25
H2 -1.95528 -0.84779 -2.48469  0.26
H3 -0.96982 0.54282 -2.28776  0.24
H4 1.23172 -0.94528 -0.26231  0.23
H5 1.53877 0.74470 -0.69936  0.23
H6 2.78545 0.31494 1.36760  0.22
H7 1.58619 1.61317 1.54479  0.19
H8 -0.38659 0.12733 1.25311  0.49
H9 -0.66496 1.20251 -0.18030  0.45
H10 1.24583 -0.21990 3.19209  0.52

Cartesian forces, eV/Å:
3.959 -0.891 -0.385
1.370 -0.798 2.626
1.037 -0.700 -1.384
0.450 1.347 1.668
-0.649 -1.082 1.270
-0.337 -0.067 0.713
0.412 -0.424 -0.061
-0.214 -0.761 0.550
-0.790 0.757 0.874
-3.371 -1.124 -1.957
-0.077 1.532 -0.490
0.296 0.304 0.202
0.292 1.146 -1.990
-0.806 -0.012 -0.040
-0.300 -0.334 0.030
-0.987 0.428 -1.906
-0.248 0.482 0.641
-0.039 0.199 -0.361

2S+1: 1
Total charge: +1
LUMO (alpha / beta) (eV): -5.061 / -6.267


(3)
ORCA calculation (wB97M-V/def2-TZVPD) on a cluster of 2 separate species, C4H10I2Si in total in a non-equilibrium geometry.

Each line ends with the natural charge from an NBO analysis.
Cartesian coordinates (Å):
C1 1.56910 2.40395 1.21465  -0.60
C2 1.92216 0.98349 1.46028  -0.90
Si1 2.71167 0.14577 -0.01612  1.00
I1 2.76473 -2.32590 0.15411  -0.19
I2 5.09404 0.99884 -0.23698  -0.23
H1 2.41479 2.78382 0.72176  0.21
H2 0.63356 2.45962 0.57168  0.20
H3 1.29818 2.95476 2.12596  0.22
H4 1.07849 0.44180 1.83243  0.24
H5 2.66972 1.20406 2.33396  0.26
H6 2.10434 0.49400 -1.21780  -0.19
C3 -1.34022 -2.63866 -1.54037  -0.37
C4 -1.86590 -2.68150 -0.30483  -0.37
H7 -1.69249 -3.15237 -2.32920  0.18
H8 -0.29095 -2.27732 -1.67062  0.18
H9 -2.80392 -3.12307 -0.25314  0.18
H10 -1.49175 -2.20420 0.52614  0.19

Cartesian forces, eV/Å:
-3.108 0.383 -1.075
1.983 0.126 2.313
1.737 -0.485 1.772
-0.070 0.639 0.006
-0.931 -0.319 0.104
0.813 1.560 -0.678
1.230 0.267 0.335
0.450 -0.158 -0.203
-0.385 -0.675 0.370
-0.884 -1.711 -1.404
-0.859 0.374 -1.546
3.128 1.413 3.859
0.200 -0.029 -3.545
-1.663 -1.527 -2.569
-1.021 0.092 0.028
-1.670 -0.817 0.586
1.050 0.869 1.647

2S+1: 1
Structure (SMILES): CC[SiH](I)I.C=C
Total charge: 0
LUMO (eV): 0.141


(4)
ORCA calculation (wB97M-V/def2-TZVPD) on a cluster of 2 separate species, C4H10I2Si in total in a non-equilibrium geometry.

Each line ends with the natural charge from an NBO analysis.
Cartesian coordinates (Å):
C1 0.34108 -0.15860 -2.26440  -0.62
C2 0.67114 -1.19368 2.53211  -0.72
C3 -0.54015 1.13350 -1.90171  -0.90
C4 1.17571 -0.06902 1.73574  -0.27
Si1 -1.19936 0.98756 -0.08134  0.76
I1 -2.18518 -1.26502 0.37060  -0.22
I2 -2.96696 2.70860 -0.13244  -0.21
H1 1.32462 -0.09037 -1.84393  0.21
H2 -0.16223 -1.10762 -2.03847  0.21
H3 0.36705 -0.34528 -3.30002  0.22
H4 0.63109 -0.94381 3.57413  0.23
H5 -0.43485 -1.23039 2.21580  0.25
H6 1.08228 -2.25073 2.38490  0.22
H7 -1.36681 1.25222 -2.54071  0.23
H8 0.25401 1.91676 -2.02193  0.25
H9 2.02114 -0.23390 1.15558  0.18
H10 0.98740 0.88977 2.15609  0.19

Cartesian forces, eV/Å:
-2.253 0.107 0.682
-1.790 -1.332 -1.103
3.125 -1.794 1.179
-0.859 -0.259 0.963
0.793 -0.229 -0.602
-0.359 0.385 -0.479
0.011 -0.070 0.300
0.401 -0.153 0.226
0.177 0.204 1.031
0.594 0.696 -1.700
0.102 0.023 0.720
1.234 -0.461 0.746
-0.299 1.719 -0.033
-0.921 0.313 -0.938
-1.354 0.028 0.324
1.222 0.163 -1.358
0.176 0.661 0.042

2S+1: 1
Total charge: 0
LUMO (alpha / beta) (eV): -0.341 / -1.480


(5)
ORCA calculation (wB97M-V/def2-TZVPD) on a cluster of 2 separate species, C4H10IP in total in a non-equilibrium geometry.

Each line ends with the natural charge from an NBO analysis.
Cartesian coordinates (Å):
C1 0.23141 0.96667 1.16826  -0.62
C2 -0.70416 1.70383 -1.08604  -0.63
C3 -0.39574 -2.47325 -0.05174  -1.00
C4 -0.09247 0.49980 -0.26057  -0.47
P1 -1.42576 -0.93727 -0.21472  0.55
I1 3.85464 -0.21050 0.57102  0.00
H1 0.91551 0.18448 1.68949  0.21
H2 0.78923 1.89113 1.02915  0.21
H3 -0.62680 1.20568 1.67779  0.21
H4 -0.31322 1.51298 -2.12005  0.21
H5 -0.51996 2.71749 -0.81735  0.21
H6 -1.76936 1.47737 -0.99093  0.21
H7 -0.30535 -2.66579 1.08911  0.24
H8 0.56693 -2.57725 -0.56329  0.23
H9 -0.97758 -3.32553 -0.35010  0.24
H10 0.77269 0.03016 -0.77002  0.21

Cartesian forces, eV/Å:
3.446 -1.867 -1.427
0.251 -3.131 -0.979
-0.004 -0.074 2.064
-0.720 -0.326 0.157
1.052 0.721 -0.317
0.061 -0.021 -0.029
-1.415 1.429 -0.509
0.354 0.055 0.374
-2.046 0.261 1.514
-0.933 0.543 0.608
0.536 0.558 0.677
-0.169 0.725 -0.688
0.382 0.399 -1.676
-0.053 0.477 0.262
-0.551 -0.328 -0.404
-0.189 0.578 0.373

2S+1: 1
Total charge: 0
LUMO (alpha / beta) (eV): -0.463 / -3.458


(6)
ORCA calculation (wB97M-V/def2-TZVPD) on a cluster of 2 separate species, C4H10N in total in a non-equilibrium geometry.

Each line ends with the natural charge from an NBO analysis.
Cartesian coordinates (Å):
C1 -0.44679 2.65265 -1.35221  0.17
N1 0.28242 1.74631 -0.83385  -0.59
H1 -0.41610 3.64425 -0.91561  0.24
H2 -1.15683 2.36916 -2.12262  0.24
H3 0.29565 0.71813 -0.91296  0.47
H4 1.14227 2.06991 -0.38002  0.44
C2 0.85335 -1.93301 1.62068  -0.67
C3 -0.24538 -1.16648 0.91563  -0.12
C4 -0.59683 -1.38730 -0.35755  -0.51
H5 0.40586 -2.91977 1.76365  0.25
H6 1.64570 -2.14128 0.89611  0.23
H7 1.25232 -1.51716 2.53579  0.24
H8 -0.79686 -0.42715 1.48874  0.20
H9 -1.49396 -0.98197 -0.81001  0.21
H10 -0.15240 -2.26658 -0.81771  0.22

Cartesian forces, eV/Å:
-0.687 -1.087 0.218
1.823 0.692 0.043
0.437 0.244 -0.592
-0.315 0.121 0.282
-0.708 -0.089 -0.647
-0.602 -0.051 0.794
-0.609 -0.555 -1.336
0.250 0.667 -0.021
0.067 -0.763 0.651
0.191 -0.043 0.666
0.175 0.216 0.235
-0.159 0.090 0.069
-0.012 0.061 0.091
0.051 0.161 0.035
0.100 0.336 -0.487

2S+1: 1
Total charge: +1
LUMO (eV): -5.793